The following is a DFT calculation (ωB97M-V with the def2-TZVPD basis set) of a structure of composition C32H31BHoN5PS2.

Structure (XYZ):
```
73
Properties=species:S:1:pos:R:3:mulliken_spin:R:1
Ho 0.486 0.581 -0.687 4.060
C -1.785 -0.804 5.954 0.000
C -2.052 -1.873 5.107 0.000
C -1.526 -1.889 3.824 0.000
C -0.730 -0.831 3.379 0.000
C -0.471 0.240 4.233 0.001
C -0.993 0.251 5.520 0.000
P 0.056 -0.812 1.746 -0.011
C -1.141 -1.651 0.632 0.001
C -0.707 -2.456 -0.424 -0.001
C -1.624 -2.990 -1.327 0.000
C -2.974 -2.731 -1.184 0.000
C -3.417 -1.933 -0.133 0.000
C -2.512 -1.391 0.760 -0.002
C 1.483 -1.927 1.853 -0.006
C 1.669 -2.769 2.919 0.000
C 2.821 -3.575 3.001 0.000
C 3.767 -3.507 2.020 0.000
C 3.608 -2.638 0.913 0.001
C 4.603 -2.552 -0.093 -0.001
C 4.446 -1.700 -1.143 0.000
C 3.274 -0.910 -1.247 -0.003
C 2.253 -0.947 -0.312 -0.029
C 2.450 -1.829 0.806 0.015
H -2.197 -0.793 6.954 0.000
H -2.669 -2.694 5.446 0.000
H -1.735 -2.725 3.169 0.000
H 0.145 1.064 3.892 0.000
H -0.786 1.083 6.180 0.000
H 0.343 -2.706 -0.516 0.001
H -1.272 -3.630 -2.127 0.000
H -3.688 -3.153 -1.879 0.000
H -4.472 -1.726 -0.017 0.000
H -2.869 -0.755 1.560 0.000
H 0.939 -2.813 3.718 0.000
H 2.951 -4.237 3.847 0.000
H 4.663 -4.114 2.078 0.000
H 5.488 -3.172 -0.007 0.000
H 5.209 -1.629 -1.907 0.000
H 3.193 -0.271 -2.121 -0.002
C -1.640 3.764 1.002 -0.001
N -1.467 3.839 -0.438 0.000
C -1.155 4.975 -1.151 0.000
C -1.198 4.630 -2.459 0.000
N -1.553 3.306 -2.549 -0.001
B -1.881 2.659 -3.953 0.002
N -1.494 1.146 -3.998 -0.001
C -2.362 0.159 -4.396 0.000
C -1.705 -1.022 -4.377 0.000
N -0.424 -0.752 -3.944 0.000
C 0.671 -1.709 -3.878 0.000
C -0.317 0.580 -3.722 0.002
S 1.129 1.366 -3.178 -0.009
C -1.712 2.831 -1.311 0.001
S -2.153 1.231 -0.803 -0.010
H -1.325 4.712 1.432 0.000
H -1.041 2.956 1.419 0.001
H -2.684 3.582 1.247 0.000
H -0.948 5.914 -0.670 0.000
H -1.015 5.214 -3.342 0.000
H -1.240 3.275 -4.761 0.000
H -3.068 2.716 -4.136 0.000
H -3.379 0.389 -4.660 0.000
H -2.022 -2.018 -4.632 0.000
H 0.311 -2.661 -4.259 0.000
H 1.025 -1.838 -2.855 0.001
H 1.501 -1.360 -4.489 0.000
C 3.127 4.538 0.868 0.000
C 2.218 3.463 0.516 0.006
N 1.508 2.613 0.230 -0.012
H 3.918 4.145 1.504 0.000
H 2.584 5.318 1.399 0.000
H 3.561 4.950 -0.043 0.000
```

Properties
<S²>: 6.005
Net charge: +1
HOMO (spin up / spin down) (eV): -10.35 / -10.36
HOMO-LUMO gap (spin up / spin down) (eV): 8.0 / 8.1
2S+1: 5

---

The following is a DFT calculation (ωB97M-V with the def2-TZVPD basis set) of a cluster of 2 separate species, C32H31F3N2S in total in a non-equilibrium geometry.

Structure (XYZ):
```
69
Properties=species:S:1:pos:R:3:lowdin_charge:R:1
F -7.592 4.155 2.993 0.106
C -7.080 3.047 2.385 -0.537
F -7.630 1.959 3.006 0.097
F -7.556 3.045 1.096 0.097
C -5.586 3.008 2.405 -0.180
C -4.960 1.766 2.375 -0.050
C -3.579 1.694 2.271 -0.130
C -2.837 2.872 1.955 -0.788
S -1.412 2.806 1.070 0.591
C -3.465 4.116 2.291 -0.122
C -4.844 4.189 2.394 -0.041
H -5.561 0.868 2.426 0.111
H -3.082 0.731 2.324 0.081
H -2.860 5.012 2.362 0.090
H -5.351 5.145 2.470 0.114
C 7.568 -2.330 -1.645 -0.060
N 6.691 -1.506 -2.454 -0.205
C 7.326 -0.886 -3.601 -0.056
C 5.386 -1.281 -2.115 -0.219
C 4.412 -1.011 -3.117 -0.008
C 3.091 -0.789 -2.763 -0.012
C 2.692 -0.789 -1.405 -0.181
C 1.321 -0.506 -1.015 -0.079
C 0.543 0.444 -1.705 -0.002
C -0.758 0.828 -1.382 -0.001
C -1.584 1.649 -2.229 -0.221
C -2.957 1.888 -1.931 -0.021
C -3.711 2.742 -2.722 -0.058
C -3.136 3.354 -3.849 -0.059
C -1.811 3.070 -4.195 -0.077
C -1.052 2.211 -3.418 -0.020
C 0.786 -1.175 0.158 -0.207
C 0.122 -0.460 1.167 -0.037
C -0.228 -1.080 2.351 0.013
C -0.289 -2.493 2.390 -0.225
N -0.835 -3.137 3.466 -0.211
C -1.607 -4.355 3.336 -0.060
C -0.641 -2.674 4.824 -0.058
C 0.219 -3.230 1.291 -0.011
C 0.898 -2.578 0.285 -0.014
C 3.671 -1.064 -0.416 -0.004
C 4.985 -1.311 -0.750 -0.008
H 7.002 -2.876 -0.880 0.085
H 8.083 -3.056 -2.292 0.093
H 8.336 -1.713 -1.153 0.095
H 6.648 -0.189 -4.110 0.084
H 8.222 -0.334 -3.272 0.094
H 7.656 -1.656 -4.315 0.093
H 4.706 -1.000 -4.171 0.109
H 2.336 -0.647 -3.538 0.120
H 1.021 0.898 -2.576 0.098
H -1.257 0.424 -0.505 0.083
H -3.393 1.416 -1.041 0.120
H -4.764 2.913 -2.490 0.113
H -3.725 4.010 -4.481 0.105
H -1.357 3.490 -5.095 0.106
H -0.027 1.965 -3.702 0.102
H -0.125 0.597 1.026 0.025
H -0.556 -0.478 3.200 0.119
H -1.728 -4.650 2.287 0.084
H -1.110 -5.166 3.887 0.089
H -2.603 -4.203 3.778 0.094
H 0.147 -1.910 4.878 0.093
H -1.577 -2.261 5.229 0.094
H -0.349 -3.534 5.446 0.089
H 0.120 -4.314 1.298 0.107
H 1.465 -3.143 -0.458 0.127
H 3.392 -1.046 0.641 0.130
H 5.730 -1.479 0.033 0.111
```

Properties
HOMO (eV): -5.89
Energy above the lowest of the compared OMol25 structures with the same formula, charge and spin (kcal/mol): 8.46
HOMO-LUMO gap (eV): 3.8